Record 1
124
Properties=species:S:1:pos:R:3:forces:R:3:lowdin_charge:R:1 method="wB97M-V/def2-TZVPD" lumo_ev=3.56 charge=-2 spin_multiplicity=1
La -0.94525 0.17847 -0.30625 0.34 -1.33 -0.70 1.463
C 1.07448 -3.38924 0.92446 0.07 -0.06 -0.03 -0.124
N 0.29259 -2.95971 -0.22212 -0.15 0.13 0.19 -0.221
C -1.10982 -3.35458 -0.06427 0.05 -0.05 -0.03 -0.083
C 0.78914 -3.41969 -1.49078 0.08 -0.11 -0.06 -0.212
C 1.36276 -4.67434 -1.60644 0.01 0.02 -0.03 -0.058
C 1.77307 -5.18942 -2.83299 -0.02 0.05 0.01 -0.138
C 1.54135 -4.41811 -3.96260 -0.02 0.04 -0.04 -0.129
C 0.96839 -3.16110 -3.87230 0.02 -0.05 -0.01 -0.041
C 0.60300 -2.58163 -2.63136 -0.02 0.02 0.13 -0.261
N 0.06473 -1.34445 -2.47279 0.13 0.22 0.01 -0.051
C 0.01332 -0.49315 -3.59203 -0.14 -0.12 0.07 -0.309
C 1.12866 -0.14835 -4.35348 0.04 0.02 -0.01 -0.067
C 1.05022 0.78858 -5.37507 -0.01 -0.02 0.03 -0.110
C -0.16096 1.39895 -5.65928 -0.02 -0.03 0.03 -0.106
C -1.28356 1.07657 -4.90606 0.06 -0.03 0.00 -0.047
C -1.20396 0.15299 -3.87412 -0.15 0.00 -0.05 -0.280
N -2.31108 -0.14941 -3.01880 0.06 0.08 0.10 -0.243
C -2.84313 -1.48665 -3.30786 -0.03 0.11 0.03 -0.064
C -3.39026 0.83867 -3.02124 0.01 -0.05 -0.03 -0.113
H 2.14258 -3.29452 0.71529 0.00 0.02 0.00 0.097
H 0.88242 -4.43593 1.21232 0.03 -0.02 -0.02 0.085
H 0.84402 -2.76972 1.79163 -0.07 0.02 0.00 0.028
H -1.20252 -4.44781 0.02951 -0.03 -0.01 0.00 0.106
H -1.68526 -3.03431 -0.92888 0.01 -0.02 -0.03 0.078
H -1.54827 -2.89629 0.82266 0.00 0.02 0.02 0.044
H 1.48482 -5.27370 -0.71144 0.01 -0.02 -0.01 0.096
H 2.23338 -6.16661 -2.90043 0.00 -0.01 0.01 0.078
H 1.80969 -4.79615 -4.94370 0.01 -0.01 0.00 0.088
H 0.79643 -2.59384 -4.77637 0.02 -0.01 -0.01 0.096
H 2.07816 -0.61451 -4.11123 0.01 0.02 -0.02 0.111
H 1.94309 1.05501 -5.92888 0.00 0.00 -0.01 0.090
H -0.23309 2.14587 -6.43979 0.01 0.01 0.00 0.090
H -2.21874 1.58489 -5.09309 0.00 0.03 -0.01 0.103
H -3.36326 -1.48083 -4.27727 0.00 -0.03 -0.01 0.089
H -3.54283 -1.77300 -2.52655 -0.05 -0.02 -0.03 0.078
H -2.03261 -2.21095 -3.34516 0.01 -0.01 0.02 0.076
H -3.98392 0.78763 -3.94721 0.00 0.02 -0.01 0.083
H -2.98706 1.84439 -2.90284 0.00 -0.01 0.03 0.037
H -4.04431 0.63292 -2.17451 -0.03 -0.01 -0.02 0.075
S -0.41599 4.55920 0.98117 -0.09 -0.21 -0.18 -0.099
As -1.62386 3.52977 -0.50085 -0.14 0.52 0.02 -0.460
S -2.85128 1.95543 0.49540 -0.33 0.57 0.17 -0.052
S -0.25920 2.36597 -1.80307 0.09 0.37 0.08 0.024
S -2.86842 4.76576 -1.68996 0.10 -0.14 0.10 -0.208
N 0.56325 -0.89085 3.82347 -0.22 0.26 0.37 -0.423
P 2.01472 -0.50938 3.02738 -0.05 -0.11 -0.37 1.001
C 2.65411 0.84049 4.08452 0.05 0.12 -0.01 -0.359
C 2.66998 2.12278 3.54110 0.01 0.07 0.04 -0.098
C 3.08466 3.20810 4.30212 -0.01 -0.03 0.06 -0.069
C 3.48335 3.01830 5.61710 0.00 -0.03 -0.01 -0.098
C 3.46610 1.74241 6.17155 -0.02 0.03 -0.02 -0.099
C 3.05612 0.66038 5.40710 0.04 -0.06 0.05 -0.100
C 3.07939 -1.88352 3.60682 0.04 -0.04 0.09 -0.385
C 4.41063 -1.90604 3.18385 0.01 -0.02 0.05 -0.103
C 5.24228 -2.96080 3.51899 -0.01 -0.03 0.03 -0.097
C 4.75139 -4.02476 4.27007 0.02 0.02 -0.02 -0.108
C 3.42839 -4.01988 4.68026 -0.05 0.05 0.00 -0.093
C 2.59636 -2.95306 4.35199 0.08 -0.11 -0.02 -0.101
P -1.00567 -0.86236 3.13950 0.23 -0.37 -0.16 0.983
C -1.67567 -2.28677 4.10191 -0.07 0.02 -0.07 -0.331
C -2.37238 -2.14440 5.29550 -0.01 -0.01 0.07 -0.077
C -2.77777 -3.26309 6.01670 -0.02 0.08 0.01 -0.092
C -2.49621 -4.53614 5.55127 0.03 -0.02 -0.06 -0.103
C -1.80775 -4.68964 4.35304 -0.03 0.01 0.06 -0.082
C -1.40649 -3.57497 3.63727 -0.03 0.03 0.09 -0.097
C -1.79964 0.53931 3.97858 -0.05 0.07 0.08 -0.402
C -1.09134 1.43048 4.77934 -0.08 0.11 -0.03 -0.094
C -1.73129 2.53613 5.33004 0.02 -0.05 -0.03 -0.080
C -3.07828 2.74878 5.08688 -0.04 -0.02 -0.03 -0.084
C -3.78924 1.86025 4.28843 0.03 0.01 0.01 -0.074
C -3.15454 0.76571 3.72813 -0.02 0.00 0.02 -0.127
H 0.56466 -0.80964 4.83776 0.10 -0.13 -0.03 0.064
H 2.31757 2.27098 2.53089 0.03 0.01 -0.08 0.075
H 3.07581 4.19870 3.86605 0.00 0.01 0.00 0.107
H 3.80575 3.86315 6.21336 -0.01 0.00 0.01 0.095
H 3.77215 1.59159 7.19970 0.01 0.00 0.00 0.094
H 3.05873 -0.33561 5.84138 0.01 0.03 -0.03 0.102
H 4.79704 -1.09188 2.57920 -0.02 0.03 0.00 0.104
H 6.27275 -2.96076 3.18574 0.00 -0.01 -0.01 0.096
H 5.39559 -4.85832 4.52066 0.01 0.00 0.00 0.092
H 3.03289 -4.84931 5.25387 0.00 -0.01 0.00 0.097
H 1.55688 -2.96227 4.65595 -0.02 -0.03 0.01 0.087
H -2.60823 -1.15497 5.66782 0.00 -0.01 -0.01 0.100
H -3.32219 -3.12960 6.94379 0.00 -0.01 0.00 0.096
H -2.81889 -5.40616 6.10974 0.00 0.00 0.01 0.093
H -1.59402 -5.67842 3.96655 -0.01 -0.01 0.01 0.100
H -0.88586 -3.71229 2.70342 0.04 0.00 -0.06 0.065
H -0.02952 1.29926 4.94558 0.04 -0.01 -0.01 0.084
H -1.16372 3.24022 5.92514 0.00 0.01 0.00 0.099
H -3.57011 3.62523 5.48949 0.00 0.00 0.01 0.097
H -4.83182 2.04115 4.06270 0.00 0.01 0.00 0.107
H -3.70111 0.09365 3.07616 0.01 0.02 0.00 0.098
C 3.34747 2.31374 -2.26016 -0.04 0.02 -0.05 -0.179
C 4.63107 3.06086 -2.72195 -0.03 0.00 0.00 -0.162
N 5.30841 3.67688 -1.57198 -0.05 -0.03 0.00 -0.172
C 4.37875 4.62769 -0.94290 -0.03 0.00 0.01 -0.160
C 3.06803 3.90831 -0.51648 -0.03 0.01 -0.05 -0.170
N 3.17182 2.48567 -0.82520 0.08 -0.05 0.20 -0.161
C 4.31882 1.91542 -0.13332 0.01 0.00 -0.11 -0.168
C 5.62176 2.62408 -0.60108 0.00 -0.03 0.00 -0.171
H 3.41206 1.24272 -2.47107 0.00 -0.01 0.00 0.106
H 2.45279 2.68916 -2.76004 0.01 -0.01 0.01 0.077
H 4.39023 3.85494 -3.43291 0.01 0.01 0.00 0.107
H 5.33681 2.38269 -3.21045 0.02 0.00 0.01 0.103
H 4.17810 5.42798 -1.65911 0.00 0.01 -0.01 0.107
H 4.88792 5.07437 -0.08398 0.01 0.00 0.00 0.104
H 2.18828 4.30067 -1.02854 0.01 0.00 0.00 0.091
H 2.86952 4.02351 0.55187 0.03 -0.01 0.00 0.093
H 4.34385 0.84280 -0.34366 -0.01 0.00 0.00 0.104
H 4.17272 2.03338 0.94120 -0.03 0.03 0.09 0.097
H 6.30916 1.91894 -1.07748 0.02 0.01 -0.01 0.103
H 6.14891 3.08344 0.24016 0.01 0.01 0.00 0.103
O 0.21776 1.63418 1.64582 -0.19 -0.17 -0.01 -0.348
H 0.36069 2.52285 1.21327 0.04 0.09 0.02 -0.104
H -0.51798 1.88755 2.23277 0.03 -0.01 -0.15 -0.014
O 1.72137 -0.34320 -0.42269 0.29 0.36 -0.03 -0.183
H 1.58234 -0.54476 -1.37118 -0.13 -0.17 0.12 0.016
H 1.91493 -1.19730 -0.02130 -0.12 -0.01 0.01 0.002
F -3.57291 -1.81368 1.81420 0.09 0.00 0.07 0.085
B -4.10487 -1.87482 0.51414 -0.19 -0.05 -0.08 -1.286
F -5.32244 -1.22405 0.45248 0.02 -0.07 -0.03 0.138
F -4.18882 -3.20037 0.08528 -0.05 0.01 0.05 0.121
F -3.16914 -1.20566 -0.37075 0.28 0.21 0.20 -0.073

=====

Record 2
22
Properties=species:S:1:pos:R:3:forces:R:3:lowdin_charge:R:1 method="wB97M-V/def2-TZVPD" relative_energy_kj_mol=115.9 lumo_ev=0.78 spin_multiplicity=1 smiles=CNCO.NCCO
C -2.68136 2.50600 1.31563 0.73 0.28 -0.55 -0.124
N -1.39399 2.48815 2.00830 -0.31 -0.38 0.21 -0.113
C -0.38389 1.67533 1.42876 0.20 0.16 -0.59 -0.320
O -0.03690 2.14337 0.11673 -0.06 0.34 0.17 -0.083
H -2.55236 2.59990 0.23041 -0.03 0.03 0.00 0.070
H -3.20074 3.40034 1.64935 -0.43 -0.25 0.12 0.075
H -3.23796 1.58679 1.48701 -0.15 0.08 0.33 0.072
H -1.04377 3.42333 2.10961 0.10 0.30 0.06 0.097
H -0.72493 0.64119 1.34477 -0.05 -0.07 0.19 0.112
H 0.50535 1.73928 2.05764 0.01 -0.17 0.12 0.113
H 0.24988 1.41198 -0.43472 -0.04 -0.45 -0.14 0.032
N 0.19319 -0.79177 -1.34508 0.28 0.46 -0.35 0.003
C 1.39238 -1.47441 -0.90517 0.63 0.02 0.23 -0.283
C 1.55287 -2.92433 -1.33504 0.36 0.14 0.05 -0.268
O 2.83048 -3.33577 -0.84742 -0.27 0.28 0.10 -0.072
H -0.64579 -1.20636 -0.98892 -0.36 -0.27 0.19 0.068
H 0.12402 -0.76774 -2.35925 0.02 -0.01 0.21 0.081
H 1.49808 -1.40929 0.18136 -0.32 -0.12 0.02 0.117
H 2.27774 -0.93525 -1.25685 -0.16 0.03 -0.22 0.119
H 0.74940 -3.54722 -0.92782 -0.02 -0.01 -0.02 0.115
H 1.53976 -2.98125 -2.42896 -0.16 -0.05 -0.03 0.114
H 2.98854 -4.24227 -1.10036 0.04 -0.33 -0.09 0.076

=====

Record 3
16
Properties=species:S:1:pos:R:3:forces:R:3:lowdin_charge:R:1 method="wB97M-V/def2-TZVPD" relative_energy_kj_mol=134.9 lumo_ev=-3.08 charge=+1 spin_multiplicity=1
O -2.45436 -1.54149 -0.05313 1.13 -0.14 -0.59 0.008
H -3.23746 -1.44469 0.43560 -1.57 0.44 1.67 0.044
H -2.81432 -1.97339 -0.81826 0.28 -0.48 -0.99 0.068
O 3.56001 -0.96277 0.29692 -0.95 3.38 -0.88 -0.001
H 3.49532 -1.63754 0.91076 0.14 -2.90 1.69 0.030
H 3.14827 -0.24302 0.84426 0.81 -0.39 -0.88 0.103
O -0.44600 0.07937 0.23089 4.46 3.12 -1.84 0.208
H -0.97029 0.87012 0.20826 -1.29 1.19 0.10 0.079
H -0.89159 -0.67622 0.41147 -3.20 -3.95 0.81 0.025
O -1.69775 2.68278 0.60805 2.26 1.30 1.24 -0.099
H -0.83380 3.10661 1.00495 -2.75 -0.98 -1.09 0.121
H -2.42741 3.29771 0.84299 0.74 -0.59 -0.20 0.072
O 1.41706 -0.40137 -1.19774 1.76 -0.51 -1.30 0.009
H 1.53683 -0.31951 -2.15543 -0.51 0.16 0.02 0.115
H 2.34766 -0.75473 -0.91845 -1.56 0.41 0.77 0.107
H 0.26783 -0.08186 -0.65115 0.23 -0.05 1.45 0.111

=====

no.,Kohn-Sham gap (eV),HOMO level (eV)
1,5.690,-2.13
2,9.710,-8.93
3,12.531,-15.61